Formula: C25H69N5O8
Source: OMol25
Level of theory: ωB97M-V with the def2-TZVPD basis set

Geometry (Å):
1 C -6.49 -22.81 4.31
2 O -6.51 -24.27 4.34
3 C -5.37 -24.84 3.80
4 C -5.47 -26.33 3.76
5 C -5.48 -26.93 5.11
6 N -4.54 -26.90 2.72
7 H -5.52 -22.49 4.75
8 H -7.30 -22.52 4.96
9 H -6.68 -22.38 3.34
10 H -5.22 -24.43 2.82
11 H -4.48 -24.59 4.37
12 H -6.50 -26.49 3.31
13 H -5.64 -28.00 5.00
14 H -6.39 -26.55 5.54
15 H -4.68 -26.79 5.77
16 H -3.55 -26.62 2.86
17 H -4.57 -27.94 2.84
18 C -2.35 -20.40 5.43
19 O -1.95 -19.89 4.16
20 C -0.78 -18.99 4.30
21 C -0.43 -18.39 2.97
22 C -1.50 -17.45 2.51
23 N 0.11 -19.46 2.00
24 H -3.35 -20.87 5.33
25 H -2.40 -19.64 6.17
26 H -1.65 -21.14 5.83
27 H -1.04 -18.33 5.12
28 H 0.11 -19.56 4.52
29 H 0.48 -17.73 3.07
30 H -1.53 -16.62 3.22
31 H -2.47 -17.91 2.48
32 H -1.30 -17.03 1.50
33 H -0.69 -20.09 1.91
34 H 0.72 -20.09 2.50
35 C -5.84 -21.83 7.86
36 O -5.08 -22.77 8.60
37 C -3.69 -22.66 8.27
38 C -2.94 -23.90 8.57
39 C -3.04 -24.40 9.99
40 N -1.52 -23.65 8.14
41 H -5.66 -20.76 8.14
42 H -6.86 -21.92 8.15
43 H -5.86 -22.00 6.77
44 H -3.61 -22.42 7.20
45 H -3.27 -21.74 8.77
46 H -3.27 -24.70 7.94
47 H -2.56 -25.36 10.09
48 H -4.07 -24.47 10.30
49 H -2.51 -23.73 10.63
50 H -0.85 -24.41 8.28
51 H -1.23 -22.72 8.50
52 N -7.15 -24.36 -1.51
53 C -6.30 -24.71 -0.49
54 N -5.58 -25.84 -0.77
55 O -6.13 -24.04 0.57
56 H -7.85 -23.67 -1.28
57 H -7.19 -24.77 -2.43
58 H -5.02 -26.24 0.00
59 H -6.00 -26.41 -1.46
60 C -0.57 -24.92 4.07
61 C -1.03 -23.51 4.34
62 C -1.60 -22.85 3.09
63 O -2.05 -23.65 5.35
64 H 0.18 -24.89 3.25
65 H -1.42 -25.64 3.90
66 H -0.09 -25.36 4.97
67 H -0.18 -23.01 4.82
68 H -2.61 -23.30 2.96
69 H -1.05 -23.03 2.17
70 H -1.65 -21.77 3.25
71 H -1.59 -23.88 6.23
72 C 2.37 -19.80 -1.78
73 C 3.01 -20.67 -0.68
74 C 2.14 -21.77 -0.14
75 O 4.20 -21.32 -1.16
76 H 1.37 -19.46 -1.53
77 H 2.49 -20.31 -2.72
78 H 3.03 -18.89 -1.92
79 H 3.21 -20.03 0.22
80 H 1.69 -22.55 -0.84
81 H 1.28 -21.24 0.27
82 H 2.79 -22.29 0.56
83 H 4.59 -20.86 -1.93
84 C -5.37 -21.13 -0.02
85 C -4.11 -21.24 0.78
86 C -2.92 -21.19 -0.10
87 O -4.05 -20.07 1.69
88 H -6.26 -21.16 0.61
89 H -5.51 -22.03 -0.57
90 H -5.27 -20.23 -0.61
91 H -3.96 -22.16 1.39
92 H -2.03 -21.28 0.50
93 H -2.89 -20.23 -0.66
94 H -2.93 -22.02 -0.89
95 H -3.44 -20.11 2.47
96 C -7.27 -17.48 4.00
97 C -6.03 -18.41 4.27
98 C -5.83 -18.53 5.78
99 O -6.24 -19.72 3.72
100 H -7.23 -17.36 2.93
101 H -7.03 -16.60 4.49
102 H -8.20 -18.03 4.35
103 H -5.12 -17.93 3.89
104 H -5.48 -17.55 6.20
105 H -5.12 -19.36 5.95
106 H -6.81 -18.90 6.19
107 H -5.63 -19.81 2.97

Calculated values
- max |F| (eV/A) = 3.64
- HOMO-LUMO gap (eV) = 9.558
- E_HOMO (eV) = -8.93
- structure (SMILES) = COC[C@H](C)N.COC[C@H](C)N.COC[C@H](C)N.NC(N)=O.CC(C)O.CC(C)O.CC(C)O.CC(C)O

Formula: C25H72O11
Source: OMol25
Level of theory: ωB97M-V with the def2-TZVPD basis set

Geometry (Å):
1 C 2.08 3.71 -1.83
2 C 0.51 3.61 -1.94
3 C -0.01 4.40 -3.15
4 O 0.10 2.23 -1.97
5 H 2.56 3.17 -2.65
6 H 2.43 3.23 -0.94
7 H 2.50 4.76 -1.88
8 H 0.18 4.09 -1.03
9 H 0.19 5.48 -2.83
10 H -1.09 4.23 -3.32
11 H 0.68 4.17 -3.96
12 H 0.82 1.61 -1.81
13 C 2.91 2.93 2.30
14 C 3.38 1.95 1.20
15 C 4.87 1.54 1.09
16 O 2.59 0.77 1.32
17 H 3.26 4.00 2.23
18 H 3.14 2.53 3.35
19 H 1.83 3.04 2.13
20 H 3.15 2.36 0.23
21 H 5.52 2.33 0.65
22 H 4.91 0.67 0.46
23 H 5.21 1.24 2.14
24 H 2.93 0.26 2.04
25 C 0.76 -1.42 0.67
26 C 0.69 -1.07 -0.79
27 C -0.71 -0.81 -1.26
28 O 1.55 0.04 -1.06
29 H 1.80 -1.67 0.93
30 H 0.10 -2.23 0.96
31 H 0.49 -0.57 1.37
32 H 1.04 -1.89 -1.46
33 H -0.92 -0.40 -2.31
34 H -1.28 -0.16 -0.57
35 H -1.19 -1.79 -1.23
36 H 2.07 0.27 -0.23
37 C 1.78 0.11 4.80
38 C 2.39 -1.14 4.33
39 O 3.32 -0.81 3.30
40 H 1.19 0.59 4.01
41 H 2.49 0.85 5.19
42 H 1.05 -0.04 5.55
43 H 1.63 -1.84 3.89
44 H 3.03 -1.61 5.09
45 H 3.79 -1.57 2.96
46 C -6.30 -0.35 -4.56
47 C -6.05 -0.99 -3.22
48 O -4.68 -0.77 -2.89
49 H -7.20 -0.72 -5.00
50 H -5.45 -0.58 -5.21
51 H -6.41 0.71 -4.41
52 H -6.35 -2.03 -3.24
53 H -6.72 -0.47 -2.52
54 H -4.59 0.20 -2.96
55 C -1.68 -0.94 3.93
56 C -2.60 -1.47 2.79
57 O -2.81 -0.50 1.81
58 H -0.63 -1.02 3.66
59 H -1.90 -1.56 4.77
60 H -2.06 0.09 4.16
61 H -3.57 -1.84 3.25
62 H -2.08 -2.29 2.35
63 H -3.28 -0.96 1.12
64 C 4.27 -3.20 0.50
65 C 5.52 -3.44 1.36
66 O 5.19 -3.16 2.70
67 H 4.49 -3.48 -0.54
68 H 3.98 -2.15 0.45
69 H 3.40 -3.77 0.77
70 H 6.36 -2.79 1.10
71 H 5.85 -4.44 1.24
72 H 6.06 -2.97 3.08
73 C -4.80 2.36 -1.60
74 C -3.50 2.61 -0.89
75 O -2.60 1.68 -1.49
76 H -4.74 2.60 -2.67
77 H -5.56 3.06 -1.23
78 H -5.21 1.33 -1.49
79 H -3.57 2.48 0.15
80 H -3.13 3.67 -1.01
81 H -1.68 1.97 -1.36
82 C -2.77 -3.99 -1.20
83 C -4.05 -3.29 -0.67
84 O -3.90 -1.89 -0.32
85 H -1.98 -4.07 -0.43
86 H -2.35 -3.61 -2.15
87 H -3.09 -5.00 -1.52
88 H -4.30 -3.80 0.29
89 H -4.91 -3.40 -1.37
90 H -4.08 -1.44 -1.16
91 C 3.84 -3.56 -3.53
92 C 2.97 -2.38 -3.38
93 O 3.54 -1.45 -2.43
94 H 3.83 -4.21 -2.69
95 H 4.89 -3.16 -3.68
96 H 3.52 -4.15 -4.38
97 H 1.98 -2.71 -3.03
98 H 2.79 -1.89 -4.33
99 H 2.82 -0.82 -2.20
100 C -1.40 3.98 2.04
101 C -1.86 2.54 2.47
102 O -1.30 1.69 1.51
103 H -1.94 4.38 1.20
104 H -0.38 3.95 1.59
105 H -1.42 4.67 2.87
106 H -2.94 2.45 2.49
107 H -1.52 2.31 3.47
108 H -1.66 0.83 1.68

Calculated values
- max |F| (eV/A) = 2.37
- HOMO-LUMO gap (eV) = 9.928
- E_HOMO (eV) = -9.25
- structure (SMILES) = CC(C)O.CC(C)O.CC(C)O.CCO.CCO.CCO.CCO.CCO.CCO.CCO.CCO

Energy above the lowest of the compared OMol25 structures with the same formula, charge and spin for every record listed, in sequence, given in kcal/mol: 2.1; 30.1.